Record 1
Density functional theory data (wB97M-V/def2-TZVPD) for a gas-phase ion, C6H3O4S2 (charge -1) at a distorted geometry.

Calculated values
Total charge   -1
SMILES   O=S(=O)([O-])c1c(O)ccc2c1S2
Gap between HOMO and LUMO   0.276 hartree
LUMO   2.92 eV

Element x y z (Å)
O  -1.83  2.13  -0.87
S  -2.21  0.92  -0.18
O  -3.27  0.18  -0.78
O  -2.25  1.09  1.27
C  -0.64  0.01  -0.39
C  0.50  0.60  0.06
O  0.50  2.01  0.14
C  1.77  0.07  0.27
C  1.98  -1.33  0.34
C  0.92  -2.08  -0.08
C  -0.29  -1.62  -0.38
S  -0.27  -3.34  -0.69
H  -0.42  2.33  -0.05
H  2.59  0.73  0.43
H  2.90  -1.73  0.91



Record 2
Density functional theory data (wB97M-V/def2-TZVPD) for 2 unconnected molecules or ions with the total composition C6H4 at a distorted geometry.

Calculated values
Total charge   0
Gap between HOMO and LUMO (spin up / spin down)   0.345 / 0.298 hartree
LUMO (spin up / spin down)   -0.21 / -1.68 eV

Element x y z (Å)
C  1.06  0.07  0.01
C  0.24  -1.12  0.15
C  -0.95  1.10  0.05
C  -1.81  0.14  0.02
C  0.35  1.26  -0.03
C  -1.13  -1.13  0.10
H  2.17  0.09  0.18
H  0.59  -2.16  0.35
H  0.99  3.90  -0.70
H  -1.50  -2.15  -0.12